DFT (wB97M-V/def2-TZVPD) results for a 2-piece molecular cluster, BH3S overall in a non-equilibrium geometry.

Properties
M	45.9	g mol⁻¹
gap between HOMO and LUMO (alpha / beta)	8.24 / 8.96	eV
E	-424.694914	a.u.
energy relative to the best compared isomer or geometry (same formula, charge and spin)	326.48	kJ/mol

```
! wB97M-V def2-TZVPD RIJCOSX def2/J DEFGRID3
* xyz 0 1
S -1.375 -0.100 -0.040
B 0.184 0.632 0.028
H -0.503 -2.269 0.256
H 1.147 0.015 0.276
H 0.548 1.722 -0.520
*
```

Charges in e, computed with Löwdin, in the same order as the atoms: number 1, S, carries 0.589; number 2, B, carries -0.683; number 3, H, carries 0.134; number 4, H, carries -0.048; number 5, H, carries 0.007

---

DFT (wB97M-V/def2-TZVPD) results for a 2-piece molecular cluster, C4H12 overall in a non-equilibrium geometry.

Properties
M	60.1	g mol⁻¹
gap between HOMO and LUMO	12.84	eV
E	-159.566235	a.u.
SMILES	CC.CC
energy relative to the best compared isomer or geometry (same formula, charge and spin)	49.20	kJ/mol

```
! wB97M-V def2-TZVPD RIJCOSX def2/J DEFGRID3
* xyz 0 1
C 1.645 2.004 -0.729
C -1.991 -1.938 1.090
C -1.841 -0.774 0.098
C 2.148 0.579 -0.343
H -0.791 -0.480 -0.014
H 2.435 2.753 -0.764
H 3.022 0.738 0.296
H -2.132 -1.036 -0.924
H 0.879 2.461 -0.096
H -2.266 -1.613 2.090
H 2.459 0.152 -1.288
H -2.724 -2.657 0.713
H -2.361 0.172 0.238
H 1.137 1.923 -1.693
H -1.006 -2.399 1.064
H 1.386 0.113 0.263
*
```

Löwdin atomic charge list, values in e, 6 entries: number 1, C, carries -0.175; number 2, C, carries -0.153; number 3, C, carries -0.175; number 4, C, carries -0.148; number 5, H, carries 0.034; number 6, H, carries 0.055

---

DFT (wB97M-V/def2-TZVPD) results for C14H18BFeN7O2 as an isolated structure in a non-equilibrium geometry.

Properties
expectation value of S²	6.011
M	383.0	g mol⁻¹
gap between HOMO and LUMO (alpha / beta)	9.70 / 8.83	eV
E	-2366.728858	a.u.
energy relative to the best compared isomer or geometry (same formula, charge and spin)	0.00	kJ/mol

```
! wB97M-V def2-TZVPD RIJCOSX def2/J DEFGRID3
* xyz 0 5
Fe -0.092 -0.044 0.268
O -1.717 0.941 2.763
O 2.429 -1.034 2.365
N -1.386 -0.196 -1.877
N 0.506 1.982 -1.780
N 1.467 -0.303 -2.187
N 0.103 1.637 -0.487
N 1.179 -0.718 -0.881
N -0.744 0.283 -3.020
N 0.269 -0.132 2.206
C 1.441 -0.535 2.879
C -0.065 2.799 0.205
C -2.236 -2.765 1.955
C -2.585 -0.642 -2.283
C -0.077 0.394 4.527
C -1.540 0.128 -4.106
C 2.474 -1.057 -2.669
C -2.724 -0.472 -3.682
C 2.883 -1.940 -1.668
C 2.054 -1.715 -0.575
C 0.570 3.326 -1.871
C -0.641 0.448 3.097
C 0.260 3.871 -0.622
C 1.298 -0.225 4.382
B 0.683 0.865 -2.840
H -3.565 -0.748 -4.293
H 2.041 -2.167 0.407
H -2.935 -3.165 1.212
H 2.103 0.466 4.670
H 2.834 -0.894 -3.669
H -3.269 -1.058 -1.556
H -1.239 -3.198 1.799
H -0.036 1.417 4.926
H 0.278 4.910 -0.336
H -0.743 -0.195 5.176
H -0.428 2.747 1.224
H -1.200 0.447 -5.085
H 3.704 -2.636 -1.711
H -2.171 -1.671 1.870
H 1.175 1.245 -3.850
H 0.822 3.790 -2.809
H -2.604 -3.045 2.950
H 1.422 -1.144 4.975
*
```

Löwdin atomic charge list, values in e, 6 entries: number 1, Fe, carries 0.871; number 2, O, carries 0.018; number 3, O, carries 0.036; number 4, N, carries 0.021; number 5, N, carries 0.009; number 6, N, carries 0.007

---

DFT (wB97M-V/def2-TZVPD) results for C2H2N4O2 in the gas phase in a non-equilibrium geometry.

Properties
M	114.1	g mol⁻¹
gap between HOMO and LUMO	9.54	eV
E	-446.737321	a.u.
SMILES	[H]/N=c1\nnonc1O
energy relative to the best compared isomer or geometry (same formula, charge and spin)	618.04	kJ/mol

```
! wB97M-V def2-TZVPD RIJCOSX def2/J DEFGRID3
* xyz 0 1
O -1.930 0.193 0.744
O 0.151 0.951 -1.906
N -1.602 0.779 -0.428
N -0.041 -0.719 1.506
N -1.188 -0.263 1.789
N 1.600 -0.642 -0.051
C 0.401 -0.359 0.178
C -0.428 0.453 -0.757
H 0.950 0.494 -2.037
H 2.087 -0.887 0.964
*
```

Löwdin atomic charge list, values in e, 6 entries: number 1, O, carries -0.132; number 2, O, carries 0.114; number 3, N, carries 0.161; number 4, N, carries 0.087; number 5, N, carries 0.075; number 6, N, carries 0.139

---

DFT (wB97M-V/def2-TZVPD) results for a 11-piece molecular cluster, C46H119N5O16 overall in a non-equilibrium geometry.

Properties
M	998.5	g mol⁻¹
gap between HOMO and LUMO	9.03	eV
E	-3301.272917	a.u.
SMILES	COCCNCCOC.COCCNCCOC.COCCNCCOC.COCCNCCOC.COCCNCCOC.CC(C)O.CC(C)O.CC(C)O.CC(C)O.CC(C)O.CO
energy relative to the best compared isomer or geometry (same formula, charge and spin)	143.05	kJ/mol

```
! wB97M-V def2-TZVPD RIJCOSX def2/J DEFGRID3
* xyz 0 1
O 2.181 2.582 -1.327
O 8.952 0.422 -1.106
O -4.973 -1.556 2.160
O 0.392 -1.656 3.730
O -9.513 -2.802 3.099
O 3.295 -5.629 4.971
O 1.593 -1.321 -5.301
O 2.827 0.670 3.981
O 3.900 -2.054 -2.188
O -1.810 -0.396 -0.730
O -3.367 1.906 -0.668
O -1.254 2.857 3.884
O -2.206 4.372 -0.203
O -0.938 1.171 -8.377
O -0.894 -5.222 -1.111
O 2.211 8.150 1.924
N 0.625 -4.646 2.644
N 0.134 5.321 3.545
N -7.072 -1.485 4.030
N -0.996 -0.585 -5.833
N 6.606 -1.131 -2.348
C -8.040 -2.007 4.975
C -0.432 -0.890 4.566
C 2.985 -0.335 2.970
C -0.154 2.337 -8.099
C -5.815 2.240 -0.402
C 3.873 -6.826 5.559
C 0.520 6.598 2.870
C 1.925 6.818 2.307
C -0.332 -2.336 2.766
C 2.274 9.028 3.051
C 2.047 -0.026 1.758
C 6.118 -2.179 -3.202
C -1.014 4.253 -0.942
C -2.102 0.900 -7.467
C 2.661 -2.308 -5.509
C 0.401 4.165 2.728
C -0.572 -0.830 -4.479
C -2.825 -3.968 -1.420
C -1.415 -4.169 -1.876
C 4.064 1.533 -0.588
C -0.370 5.621 -0.987
C 1.740 -4.547 3.619
C 0.556 -1.848 -4.566
C 2.791 -2.620 -1.570
C -0.444 -0.028 -0.666
C 4.952 -2.963 -2.528
C 0.388 -3.408 1.911
C 7.983 0.923 -1.991
C -2.194 2.406 2.910
C -5.688 -1.961 4.435
C -4.600 2.012 -1.386
C 9.427 1.475 -0.297
C 0.050 2.883 3.450
C 2.829 1.340 -1.456
C 4.510 -0.296 2.650
C -4.822 0.765 -2.236
C -1.229 3.584 -2.285
C -1.738 0.650 -5.959
C -3.930 -1.171 1.245
C -4.564 -1.388 3.510
C 3.261 1.263 -2.929
C 2.206 -5.913 4.143
C -1.376 -4.523 -3.322
C 7.473 -0.147 -3.001
C -9.432 -1.940 4.232
C -10.866 -3.080 2.590
H -3.461 -4.852 -1.467
H -0.843 5.341 3.801
H 2.646 6.536 3.074
H -3.710 -0.110 1.360
H 10.355 1.118 0.152
H -1.179 1.507 -5.583
H 0.166 -0.889 -0.395
H 2.458 1.569 -3.600
H -6.744 2.448 -0.933
H -7.888 -3.073 5.141
H 2.652 -4.180 3.148
H 3.024 -3.161 -0.653
H 1.426 -3.974 4.491
H 2.325 -3.335 -2.248
H 6.871 -2.963 -3.283
H 0.703 2.383 -8.771
H 0.039 2.450 -7.032
H 2.100 6.156 1.458
H 3.147 8.750 3.641
H -3.331 -3.155 -1.941
H -3.070 2.778 -0.400
H -2.082 4.014 -2.811
H -2.874 1.668 -7.528
H 5.800 -0.759 -1.867
H -0.229 4.280 1.845
H 3.903 1.859 0.440
H -0.168 -0.467 -6.400
H -2.420 0.345 -0.714
H -7.304 -1.762 3.087
H -0.250 6.836 2.137
H 6.781 0.238 -3.750
H -1.897 -5.465 -3.498
H 4.654 0.617 -0.606
H 4.351 -7.315 4.711
H 8.360 1.738 -2.609
H -2.564 0.034 -7.941
H 5.800 -1.758 -4.156
H 3.666 0.292 -3.214
H 1.398 -6.335 4.740
H -1.121 -2.886 3.281
H 0.251 7.401 3.557
H -4.144 -1.246 0.179
H -11.403 -3.633 3.361
H -4.607 -0.164 -1.709
H -2.675 0.631 -5.402
H 0.794 -5.318 1.909
H -3.014 1.872 3.390
H 0.203 -2.770 -5.028
H 3.101 -7.472 5.979
H -6.003 1.281 0.081
H 2.900 -2.794 -4.564
H 7.137 1.217 -1.368
H -0.857 -1.596 2.162
H 8.246 -0.602 -3.620
H 2.733 -1.323 3.356
H 0.973 0.059 1.923
H -4.456 -0.337 3.778
H 2.058 -1.826 -1.430
H -5.637 -3.050 4.429
H 2.145 -0.772 0.970
H -1.822 -3.760 -3.960
H -1.206 -1.499 5.032
H -2.636 3.254 2.386
H 0.333 2.021 2.845
H -2.838 -3.655 -0.376
H 2.293 0.958 1.360
H -1.561 -5.870 -0.874
H 1.409 9.008 3.713
H 5.251 -3.385 -1.568
H -5.774 0.748 -2.768
H 4.573 -3.723 -3.210
H 3.481 -1.744 -5.954
H -9.591 -0.964 3.773
H 4.780 -1.059 1.920
H 1.350 -3.118 1.489
H -0.310 -4.610 -3.531
H 0.601 2.774 4.384
H 9.825 2.292 -0.899
H -1.398 2.512 -2.191
H 0.661 5.596 -1.339
H 2.400 10.071 2.760
H 2.446 -3.145 -6.174
H -0.752 3.226 -8.296
H -10.702 -3.664 1.684
H -0.331 3.789 -2.868
H 2.315 0.468 -1.054
H 2.774 3.163 -1.809
H -5.557 -1.786 5.503
H -0.797 -3.304 -1.633
H 4.146 1.856 -3.158
H -0.064 0.425 -1.582
H -4.089 0.857 -3.037
H -0.446 6.154 -0.039
H 0.839 -2.010 -3.526
H -1.698 1.699 2.245
H -1.394 -1.212 -3.873
H -3.638 -1.926 3.712
H 3.105 0.207 4.775
H 8.801 1.773 0.543
H 4.630 2.376 -0.986
H -10.239 -2.157 4.931
H -0.216 -3.639 1.034
H -0.199 0.077 -4.003
H 4.667 0.718 2.282
H 2.473 -6.650 3.385
H -8.025 -1.421 5.894
H -11.480 -2.251 2.239
H 4.678 -6.499 6.217
H -0.882 -0.048 4.041
H -4.507 2.928 -1.970
H 5.104 -0.460 3.550
H -5.607 3.023 0.327
H -0.362 3.546 -0.429
H -3.014 -1.737 1.416
H -0.936 6.281 -1.643
H -0.324 0.705 0.132
H 0.153 -0.519 5.408
H -2.118 5.031 0.489
H 1.426 4.148 2.357
*
```

Löwdin atomic charge list, values in e, 6 entries: number 1, O, carries -0.062; number 2, O, carries -0.169; number 3, O, carries -0.178; number 4, O, carries -0.214; number 5, O, carries -0.219; number 6, O, carries -0.210

---

DFT (wB97M-V/def2-TZVPD) results for C5H6O4 as an isolated structure in a non-equilibrium geometry.

Properties
M	130.1	g mol⁻¹
gap between HOMO and LUMO	9.22	eV
E	-495.047279	a.u.
energy relative to the best compared isomer or geometry (same formula, charge and spin)	150.81	kJ/mol

```
! wB97M-V def2-TZVPD RIJCOSX def2/J DEFGRID3
* xyz 0 1
O 0.739 -2.066 1.318
O 0.392 2.923 -0.483
O -0.192 1.037 0.809
O 2.106 -0.637 0.284
C 0.093 0.560 -1.190
C 0.136 1.626 -0.377
C 0.902 -1.114 0.606
C -0.232 -0.293 -0.002
C -1.552 -1.016 0.038
H 0.258 3.336 0.381
H -1.672 -1.546 0.985
H -2.365 -0.297 -0.095
H -1.579 -1.738 -0.785
H 2.792 -1.142 0.747
H 0.175 0.367 -2.237
*
```

Löwdin atomic charge list, values in e, 6 entries: number 1, O, carries 0.130; number 2, O, carries 0.147; number 3, O, carries 0.068; number 4, O, carries 0.134; number 5, C, carries 0.051; number 6, C, carries -0.419